The molecule C7H8O3, computed with ωB97M-V/def2-TZVPD.

Output
Molar mass = 140.14 u
Energy relative to the best compared isomer or geometry (same formula, charge and spin) = 51.4 kcal/mol
Gap between HOMO and LUMO = 8.13 eV
Total energy = -13529.028 eV

ORCA input file:
```
! RIJCOSX wB97M-V def2-TZVPD def2/J DEFGRID3
* xyz 0 1
O 0.393 2.673 -0.703
C -0.167 1.866 0.345
C 0.039 0.495 0.092
C -0.897 -0.383 0.637
C -0.764 -1.768 0.669
O -1.535 -2.467 1.571
C 0.285 -2.269 -0.114
C 1.110 -1.389 -0.992
C 1.029 -0.027 -0.875
O 1.783 0.755 -1.596
H 0.285 3.643 -0.429
H -0.062 2.269 1.374
H -1.323 1.869 0.184
H -1.759 0.112 1.068
H -1.839 -1.740 2.135
H 0.326 -3.440 -0.125
H 1.673 -1.822 -1.914
H 1.423 1.623 -1.328
*
```

Löwdin population analysis, charges in e, atoms 1 to 8: O -0.072; C -0.218; C -0.162; C -0.008; C -0.345; O 0.036; C 0.000; C -0.003